Entry from OMol25: C12H19N4O4RhS as an isolated structure at a distorted geometry (ωB97M-V/def2-TZVPD).

net charge	+2
orbital gap	0.241	Eh
total energy	-1496.86732	Eh

XYZ file:
```
41
C12H19N4O4RhS ωB97M-V/def2-TZVPD
Rh 0.179 0.114 -0.214
C 0.250 -2.190 -2.227
C 1.627 -2.042 -1.635
N 1.846 -0.645 -1.202
C 2.303 0.362 -2.188
C 1.230 0.814 -3.133
S -0.280 1.222 -2.195
C -1.563 0.126 -2.914
C -1.925 -1.010 -1.985
N -0.721 -1.542 -1.314
H 0.003 -3.242 -2.372
H 0.188 -1.713 -3.202
H 2.397 -2.362 -2.339
H 1.709 -2.672 -0.748
H 2.545 -0.630 -0.461
H 3.157 -0.011 -2.760
H 2.647 1.209 -1.595
H 0.973 0.102 -3.916
H 1.556 1.732 -3.622
H -1.208 -0.178 -3.898
H -2.446 0.747 -3.066
H -2.463 -1.780 -2.547
H -2.597 -0.650 -1.209
H -1.021 -2.203 -0.601
C -3.074 0.292 1.866
C -1.717 0.603 2.377
N -0.593 0.683 1.652
C 0.427 1.040 2.517
C -0.071 1.160 3.767
N -1.411 0.878 3.649
C 0.480 1.427 5.137
O 1.751 1.760 5.226
O -0.268 1.304 6.063
C 1.738 1.274 1.922
O 2.688 1.695 2.530
O 1.763 0.964 0.620
H -3.119 0.506 0.801
H -3.829 0.890 2.374
H -3.319 -0.759 2.032
H -2.030 0.899 4.453
H 2.198 1.824 4.357
```

Entry from OMol25: an isolated ion of composition C4H12Cl2N2P and charge +1 at a distorted geometry (ωB97M-V/def2-TZVPD).

relative energy (zero: lowest compared OMol25 entry of this formula, charge and spin)	27.75	kcal per mole
net charge	+1
SMILES	CN(C)P(Cl)(Cl)=[N+](C)C
orbital gap	0.313	Eh
total energy	-1530.56353	Eh

XYZ file:
```
21
C4H12Cl2N2P ωB97M-V/def2-TZVPD
C -1.071 1.143 2.457
N -0.423 0.617 1.231
C 0.146 1.797 0.569
P -1.234 -0.332 0.101
Cl -2.643 -1.344 0.923
Cl -2.274 1.319 -1.605
N -0.290 -1.400 -0.603
C -0.777 -1.801 -1.938
C 1.098 -1.816 -0.186
H -0.204 1.509 3.026
H -1.750 1.986 2.134
H -1.639 0.337 3.057
H -0.298 2.726 0.834
H 1.310 1.745 0.886
H 0.095 1.744 -0.514
H -1.054 -0.932 -2.467
H -0.012 -2.282 -2.595
H -1.651 -2.353 -1.917
H 1.062 -2.886 -0.362
H 1.758 -1.536 -0.992
H 1.297 -1.598 0.844
```

Entry from OMol25: a 8-piece molecular cluster, C3H20N2O10 overall at a distorted geometry (ωB97M-V/def2-TZVPD).

relative energy (zero: lowest compared OMol25 entry of this formula, charge and spin)	26.60	kcal per mole
SMILES	NC(=O)CNC(=O)O.O.O.O.O.O.O.O
orbital gap	0.361	Eh
total energy	-988.27237	Eh

XYZ file:
```
35
C3H20N2O10 ωB97M-V/def2-TZVPD
N 1.215 -2.949 0.516
C 1.905 -2.299 1.493
O 2.340 -2.892 2.457
C 1.934 -0.768 1.436
N 0.937 -0.187 0.522
C 0.596 1.101 0.577
O -0.137 1.725 -0.185
O 1.134 1.731 1.651
H 0.637 -2.488 -0.195
H 1.005 -3.918 0.681
H 2.890 -0.498 0.974
H 1.896 -0.328 2.420
H 1.085 -0.564 -0.421
H 0.723 2.606 1.660
O -0.989 2.222 3.108
H -1.682 2.811 3.400
H -0.791 1.449 3.629
O -0.279 -2.144 -1.718
H -0.184 -1.211 -1.941
H -1.199 -2.344 -1.550
O 0.866 2.194 -2.783
H 0.414 2.172 -1.918
H 0.148 2.187 -3.409
O 1.514 -0.348 -2.179
H 1.505 -0.927 -2.947
H 1.324 0.576 -2.493
O -1.209 -1.373 1.702
H -0.703 -2.109 1.353
H -0.855 -1.093 2.546
O -2.665 2.284 -0.957
H -2.882 3.036 -0.404
H -2.047 1.723 -0.472
O -2.692 -0.084 -2.456
H -2.204 0.364 -1.761
H -3.550 0.342 -2.337
```

Entry from OMol25: C37H37FN7O5PRe as an isolated structure (ωB97M-V/def2-TZVPD).

relative energy (zero: lowest compared OMol25 entry of this formula, charge and spin)	20.75	kcal per mole
net charge	+2
multiplicity	4
orbital gap (spin up / spin down)	0.251 / 0.232	Eh
total energy	-2710.67194	Eh

XYZ file:
```
89
C37H37FN7O5PRe ωB97M-V/def2-TZVPD
Re 0.668 -0.625 -0.700
O -1.588 3.451 -1.923
C -1.320 2.297 -1.319
O -1.774 1.232 -1.664
C -0.482 2.472 -0.090
C -0.330 3.692 0.541
C 0.323 3.718 1.772
C 0.767 2.533 2.326
C 0.601 1.357 1.606
N 0.012 1.334 0.412
C 1.023 0.006 2.159
O 1.516 -0.081 3.251
O 0.728 -0.979 1.353
H -2.193 3.269 -2.666
H -0.736 4.589 0.101
H 0.453 4.654 2.297
H 1.242 2.484 3.296
N 0.186 1.010 -7.735
C -0.645 0.298 -6.946
O -1.711 -0.148 -7.300
C -0.206 0.080 -5.512
C -0.711 -1.037 -4.858
C -0.404 -1.230 -3.531
N 0.375 -0.389 -2.824
C 0.860 0.686 -3.465
C 0.593 0.956 -4.796
H -0.080 1.141 -8.698
H 1.126 1.229 -7.464
H -1.359 -1.722 -5.385
H -0.799 -2.077 -2.986
H 1.470 1.357 -2.874
H 0.990 1.860 -5.235
C -5.577 -1.625 -0.997
C -5.456 -2.473 0.263
C -5.130 -3.926 -0.064
C -4.474 -1.879 1.262
N -3.065 -1.996 0.788
C -2.395 -1.235 -0.092
N -1.201 -1.771 -0.275
N -1.209 -2.848 0.507
N -2.311 -3.009 1.152
H -6.369 -2.008 -1.639
H -4.660 -1.658 -1.592
H -5.811 -0.584 -0.774
H -6.411 -2.445 0.797
H -4.253 -4.000 -0.712
H -5.958 -4.383 -0.602
H -4.947 -4.524 0.828
H -4.485 -2.386 2.226
H -4.627 -0.811 1.420
H -2.743 -0.330 -0.559
C 3.713 -1.148 -2.471
P 3.063 -0.491 -0.903
C 3.603 1.242 -0.829
C 3.949 1.963 -1.969
C 4.301 3.304 -1.869
C 4.311 3.928 -0.632
C 3.985 3.210 0.512
C 3.634 1.874 0.415
C 4.078 -1.321 0.339
C 5.436 -1.002 0.411
C 6.265 -1.676 1.289
C 5.744 -2.676 2.103
C 4.398 -2.993 2.038
C 3.562 -2.319 1.157
H 4.779 -0.940 -2.564
H 3.186 -0.744 -3.332
H 3.570 -2.230 -2.454
H 3.979 1.482 -2.938
H 4.584 3.854 -2.756
H 4.597 4.968 -0.554
H 4.027 3.685 1.482
H 3.426 1.311 1.319
H 5.851 -0.216 -0.210
H 7.313 -1.422 1.342
H 6.390 -3.199 2.793
H 3.990 -3.757 2.685
H 2.504 -2.545 1.138
F 3.138 -6.128 1.068
C 2.073 -5.344 0.927
C 1.733 -4.908 -0.343
C 0.633 -4.080 -0.483
C -0.070 -3.727 0.655
C 0.261 -4.160 1.926
C 1.355 -4.996 2.062
H 2.317 -5.227 -1.194
H 0.321 -3.740 -1.463
H -0.300 -3.839 2.790
H 1.663 -5.364 3.029
```

Entry from OMol25: C2H4N4O as an isolated structure at a distorted geometry (ωB97M-V/def2-TZVPD).

relative energy (zero: lowest compared OMol25 entry of this formula, charge and spin)	128.00	kcal per mole
orbital gap	0.298	Eh
total energy	-372.69635	Eh

XYZ file:
```
11
C2H4N4O ωB97M-V/def2-TZVPD
C 0.134 0.208 0.437
N -1.137 -0.135 -0.149
N 1.317 0.364 -0.345
N 0.374 -1.427 1.085
C -1.409 1.207 -0.277
O 0.299 -2.348 0.347
N -2.004 2.195 -0.441
H -1.171 -0.815 -0.902
H 0.159 0.735 1.389
H 1.270 -0.055 -1.265
H 2.167 0.071 0.121
```

Entry from OMol25: one molecule with the formula C19H24N2O4S at a distorted geometry (ωB97M-V/def2-TZVPD).

relative energy (zero: lowest compared OMol25 entry of this formula, charge and spin)	63.16	kcal per mole
SMILES	CSc1ccccc1OCc1cc(C(=O)N[C@H]2CCOC(C)(C)C2)no1
orbital gap	0.337	Eh
total energy	-1547.02911	Eh

XYZ file:
```
50
C19H24N2O4S ωB97M-V/def2-TZVPD
C 1.847 2.707 -2.052
S 1.098 1.758 -0.694
C 2.531 1.397 0.300
C 2.527 1.788 1.630
C 3.606 1.502 2.446
C 4.703 0.837 1.927
C 4.711 0.439 0.603
C 3.624 0.702 -0.219
O 3.615 0.292 -1.544
C 3.612 -1.118 -1.713
C 2.424 -1.688 -1.010
C 1.089 -1.487 -1.207
C 0.489 -2.100 -0.075
C -0.969 -2.089 0.247
O -1.619 -3.069 0.529
N -1.472 -0.838 0.149
C -2.852 -0.517 0.440
C -2.955 0.447 1.622
C -4.424 0.816 1.834
O -4.997 1.389 0.685
C -4.960 0.576 -0.485
C -5.451 1.489 -1.612
C -5.903 -0.630 -0.368
C -3.517 0.122 -0.781
N 1.404 -2.617 0.701
O 2.604 -2.362 0.138
H 2.297 3.608 -1.644
H 1.038 2.964 -2.728
H 2.588 2.093 -2.552
H 1.664 2.308 2.016
H 3.590 1.802 3.482
H 5.554 0.619 2.554
H 5.562 -0.086 0.196
H 3.551 -1.279 -2.791
H 4.527 -1.575 -1.318
H 0.606 -0.992 -2.022
H -0.857 -0.066 -0.063
H -3.330 -1.470 0.688
H -2.551 -0.010 2.525
H -2.383 1.351 1.397
H -4.521 1.581 2.609
H -4.985 -0.073 2.152
H -5.391 0.978 -2.569
H -6.480 1.780 -1.425
H -4.843 2.389 -1.646
H -6.006 -1.109 -1.337
H -6.882 -0.291 -0.037
H -5.534 -1.367 0.340
H -3.522 -0.581 -1.614
H -2.930 0.998 -1.070
```

Entry from OMol25: C20H26N2O4S2 as an isolated structure at a distorted geometry (ωB97M-V/def2-TZVPD).

relative energy (zero: lowest compared OMol25 entry of this formula, charge and spin)	11.56	kcal per mole
orbital gap	0.348	Eh
total energy	-1984.57435	Eh

XYZ file:
```
54
C20H26N2O4S2 ωB97M-V/def2-TZVPD
C -2.196 1.146 2.441
H -1.514 1.961 2.205
O -1.908 0.137 1.504
C -2.587 -1.039 1.558
C -3.572 -1.342 2.491
C -4.196 -2.578 2.469
C -3.847 -3.524 1.524
C -2.863 -3.228 0.595
C -2.231 -1.997 0.592
C -1.164 -1.672 -0.421
N 0.086 -1.289 0.209
C 0.522 -0.034 0.142
N 0.051 0.834 -0.699
C 0.599 2.071 -0.594
O 1.454 2.330 0.253
C 0.039 3.093 -1.554
C 0.852 4.388 -1.541
C 2.232 4.179 -2.158
C 2.115 3.618 -3.571
C 1.339 2.305 -3.555
C -0.054 2.517 -2.970
H -0.596 1.572 -2.937
H -0.610 3.215 -3.599
H 1.876 1.573 -2.947
H 1.256 1.905 -4.568
H 3.110 3.458 -3.991
H 1.594 4.338 -4.208
H 2.798 3.485 -1.534
H 2.771 5.128 -2.175
H 0.961 4.736 -0.513
H 0.309 5.150 -2.107
H -0.979 3.297 -1.196
S 1.803 0.347 1.262
C 1.857 -1.425 1.854
C 3.149 -2.093 1.454
H 3.961 -1.910 2.149
H 3.455 -1.857 0.439
S 2.656 -3.842 1.464
O 3.490 -4.661 0.632
O 2.418 -4.275 2.811
C 1.061 -3.495 0.649
H 0.356 -4.293 0.852
C 0.645 -2.151 1.234
H -0.116 -2.314 2.009
H 1.280 -3.435 -0.413
H 1.776 -1.411 2.941
H -0.994 -2.537 -1.069
H -1.464 -0.815 -1.028
H -2.585 -3.962 -0.147
H -4.334 -4.487 1.509
H -4.960 -2.797 3.200
H -3.860 -0.619 3.238
H -2.012 0.807 3.466
H -3.229 1.496 2.350
```

Entry from OMol25: one molecule with the formula CH3NS2 (ωB97M-V/def2-TZVPD).

relative energy (zero: lowest compared OMol25 entry of this formula, charge and spin)	25.49	kcal per mole
SMILES	NSC=S
orbital gap	0.306	Eh
total energy	-890.98769	Eh

XYZ file:
```
7
CH3NS2 ωB97M-V/def2-TZVPD
N 0.263 1.377 -0.110
S -0.889 0.179 0.337
C -0.032 -1.322 0.151
S -0.366 -2.618 1.030
H 0.003 2.222 0.400
H 0.389 1.589 -1.107
H 0.632 -1.426 -0.702
```

Entry from OMol25: C14H24AsFN8O6PtSSe as an isolated structure (ωB97M-V/def2-TZVPD).

relative energy (zero: lowest compared OMol25 entry of this formula, charge and spin)	0.00	kcal per mole
net charge	+2
multiplicity	5
orbital gap (spin up / spin down)	0.316 / 0.224	Eh
total energy	-6691.35221	Eh

XYZ file:
```
57
C14H24AsFN8O6PtSSe ωB97M-V/def2-TZVPD
Pt -0.639 -0.354 0.276
C 4.824 -0.952 0.031
N 3.644 -0.087 0.154
C 3.825 1.363 0.242
C 2.401 -0.567 0.134
N 1.339 0.188 0.209
N 2.280 -1.945 -0.004
C 1.164 -2.731 0.147
N 1.376 -4.045 -0.022
N -0.010 -2.253 0.433
H 5.706 -0.352 0.224
H 4.908 -1.361 -0.977
H 4.808 -1.744 0.782
H 4.886 1.583 0.223
H 3.407 1.749 1.174
H 3.354 1.871 -0.602
H 1.521 1.183 0.308
H 3.127 -2.425 -0.265
H 2.298 -4.431 -0.132
H 0.620 -4.701 0.083
H -0.745 -2.945 0.511
C -5.781 -0.669 1.553
As -3.931 -0.276 1.869
C -3.501 -1.374 3.385
C -3.735 1.560 2.405
S -2.842 -1.146 0.197
H -6.279 -0.703 2.521
H -5.856 -1.639 1.065
H -6.237 0.090 0.925
H -4.054 -1.018 4.254
H -2.434 -1.330 3.583
H -3.806 -2.394 3.156
H -3.259 1.571 3.381
H -4.739 1.979 2.460
H -3.150 2.113 1.675
Se 0.696 2.952 2.814
C -0.198 1.375 2.760
N -0.795 0.392 2.608
O -4.047 1.260 -1.432
O -4.706 1.660 -0.515
F 3.859 1.687 -3.745
C 2.699 1.151 -3.398
C 1.611 1.901 -3.193
N 0.410 1.345 -2.776
C -0.652 2.196 -2.219
C -0.455 2.262 -0.698
O 0.505 2.867 -0.244
O -1.308 1.586 0.020
C 0.282 0.001 -2.620
O -0.730 -0.529 -2.133
N 1.362 -0.749 -2.980
C 2.671 -0.290 -3.168
O 3.610 -1.042 -3.089
H 1.632 2.974 -3.326
H -1.613 1.753 -2.461
H -0.567 3.191 -2.647
H 1.242 -1.752 -2.915
```

Entry from OMol25: a 2-piece molecular cluster, C2H8O2 overall at a distorted geometry (ωB97M-V/def2-TZVPD).

relative energy (zero: lowest compared OMol25 entry of this formula, charge and spin)	20.05	kcal per mole
SMILES	CO.CO
orbital gap	0.413	Eh
total energy	-231.43036	Eh

XYZ file:
```
12
C2H8O2 ωB97M-V/def2-TZVPD
C 1.640 1.085 1.589
O 2.542 0.895 0.488
H 0.839 0.350 1.547
H 2.257 1.051 2.482
H 1.249 2.098 1.517
H 2.247 1.366 -0.291
C -2.257 -0.595 -0.602
O -1.804 -1.497 -1.601
H -2.609 -1.056 0.321
H -1.460 0.093 -0.312
H -3.079 -0.063 -1.056
H -1.312 -2.193 -1.203
```

Entry from OMol25: an isolated ion of composition C2H3N2O2 and charge -1 at a distorted geometry (ωB97M-V/def2-TZVPD).

relative energy (zero: lowest compared OMol25 entry of this formula, charge and spin)	58.14	kcal per mole
net charge	-1
SMILES	O=C([O-])N1CN1
orbital gap	0.267	Eh
total energy	-337.91674	Eh

XYZ file:
```
9
C2H3N2O2 ωB97M-V/def2-TZVPD
O 2.423 -0.977 0.206
C 1.575 0.268 -0.107
O 1.929 1.294 -0.572
N 0.247 -0.095 0.313
C -1.071 0.407 -0.093
N -0.748 -1.020 -0.179
H -1.471 0.834 -1.037
H -1.813 0.666 0.722
H -1.071 -1.376 0.748
```

Entry from OMol25: an isolated ion of composition C5H12NO2 and charge +1 at a distorted geometry (ωB97M-V/def2-TZVPD).

relative energy (zero: lowest compared OMol25 entry of this formula, charge and spin)	50.66	kcal per mole
net charge	+1
SMILES	CC[C@]1(O)[NH2+]CCO1
orbital gap	0.443	Eh
total energy	-402.64111	Eh

XYZ file:
```
20
C5H12NO2 ωB97M-V/def2-TZVPD
C -0.606 2.189 1.155
C -1.075 0.942 0.250
C -0.410 -0.457 0.481
O -0.642 -0.816 1.749
N 1.252 -0.256 0.114
C 1.279 -0.789 -1.289
C -0.050 -1.572 -1.563
O -0.728 -1.468 -0.323
H -0.476 1.693 2.153
H -1.187 3.052 1.318
H 0.390 2.604 0.768
H -1.125 1.211 -0.835
H -2.135 0.671 0.592
H -0.631 -1.766 2.017
H 1.774 -0.869 0.698
H 1.602 0.675 0.381
H 2.213 -1.370 -1.308
H 1.174 0.182 -1.991
H -0.511 -1.169 -2.422
H -0.106 -2.688 -1.946
```

Entry from OMol25: C33H47AsCuNP2S as an isolated structure (ωB97M-V/def2-TZVPD).

relative energy (zero: lowest compared OMol25 entry of this formula, charge and spin)	0.00	kcal per mole
orbital gap	0.276	Eh
total energy	-6297.58984	Eh

XYZ file:
```
86
C33H47AsCuNP2S ωB97M-V/def2-TZVPD
Cu -0.147 -0.697 0.666
C 4.608 -1.466 -4.714
C 3.731 -0.284 -4.277
C 2.282 -0.593 -4.656
C 4.165 0.982 -5.029
C 3.893 -0.069 -2.775
C 5.159 0.275 -2.257
C 5.378 0.478 -0.911
C 4.306 0.333 -0.035
S 4.210 0.522 1.688
C 2.504 0.121 1.623
N 2.059 -0.122 0.431
C 3.044 -0.015 -0.524
C 2.839 -0.209 -1.893
C 1.637 0.083 2.803
C 2.162 0.389 4.062
C 1.333 0.389 5.168
C -0.014 0.091 4.997
C -0.514 -0.215 3.738
C 0.279 -0.244 2.582
H 4.508 -1.635 -5.789
H 4.312 -2.380 -4.194
H 5.662 -1.285 -4.499
H 2.207 -0.714 -5.739
H 1.605 0.213 -4.363
H 1.932 -1.519 -4.194
H 4.030 0.845 -6.105
H 5.215 1.217 -4.852
H 3.570 1.841 -4.716
H 5.995 0.388 -2.936
H 6.363 0.746 -0.552
H 1.839 -0.462 -2.222
H 3.214 0.630 4.186
H 1.727 0.621 6.150
H -0.677 0.096 5.856
H -1.576 -0.439 3.663
C -3.962 0.873 0.365
P -2.351 0.307 -0.309
C -2.938 -1.202 -1.175
C -2.149 1.450 -1.736
C -3.076 1.443 -2.782
C -2.959 2.315 -3.846
C -1.915 3.231 -3.874
C -0.997 3.264 -2.842
C -1.084 2.377 -1.763
P 0.139 2.396 -0.381
C -0.475 3.875 0.531
C 1.616 3.137 -1.189
H -4.738 0.861 -0.404
H -3.883 1.880 0.773
H -4.251 0.202 1.176
H -3.896 -1.066 -1.685
H -3.053 -1.992 -0.431
H -2.188 -1.521 -1.894
H -3.903 0.742 -2.767
H -3.683 2.285 -4.651
H -1.821 3.925 -4.700
H -0.195 3.990 -2.879
H -0.641 4.731 -0.128
H 0.256 4.148 1.295
H -1.409 3.632 1.042
H 1.481 4.171 -1.514
H 1.926 2.527 -2.040
H 2.429 3.113 -0.458
C -0.487 -3.706 -2.794
C -0.837 -4.068 -1.356
As 0.144 -2.946 -0.065
C 1.997 -3.478 -0.439
C 2.251 -4.971 -0.582
C -0.200 -3.946 1.582
C -1.624 -3.701 2.069
H -1.038 -4.319 -3.509
H 0.578 -3.853 -2.990
H -0.712 -2.659 -3.012
H -0.611 -5.117 -1.151
H -1.901 -3.923 -1.164
H 2.578 -3.055 0.384
H 2.312 -2.939 -1.334
H 1.943 -5.523 0.307
H 3.314 -5.170 -0.736
H 1.717 -5.392 -1.437
H 0.519 -3.569 2.311
H -0.008 -5.009 1.423
H -1.808 -2.629 2.163
H -1.793 -4.154 3.047
H -2.362 -4.121 1.381
```